# 1
Below is a 5-piece molecular cluster, C49H67BrCl3FIN5O4 overall, with properties calculated with wB97M-V/def2-TZVPD.

For the orbital gap, the calculation gives 8.14 eV. The calculation puts the highest occupied orbital energy at -7.8 eV. The calculation puts the energy above the lowest of the compared OMol25 structures with the same formula, charge and spin at 0.631 eV. The SMILES is CC[C@H](I)[C@H](CCF)O[C@@](Br)(COO)CO[C@@](Cl)(CCCCCCCCCCCCn1cccc1)/C(Cl)=C(\C)Cl.c1ccncc1.c1ccncc1.c1ccncc1.c1ccncc1. Its total charge is 0.

```
131
C49H67BrCl3FIN5O4 (wB97M-V/def2-TZVPD)
C -4.303 -4.346 -1.529
C -4.476 -3.809 -0.087
C -3.140 -3.302 0.454
I -3.159 -3.153 2.616
C -2.656 -1.949 -0.134
C -3.808 -0.982 -0.480
C -4.445 -0.357 0.751
F -3.490 0.284 1.532
O -1.930 -2.170 -1.350
C -0.553 -1.997 -1.256
Br 0.262 -3.044 0.227
C 0.003 -2.596 -2.573
O 1.228 -3.279 -2.386
O 1.704 -3.678 -3.645
C -0.137 -0.528 -1.061
O -0.348 0.240 -2.247
C 0.433 1.409 -2.276
Cl -0.179 2.254 -3.791
C 0.164 2.348 -1.052
C -0.530 3.701 -1.335
C -0.686 4.406 0.067
C -2.125 4.425 0.611
C -2.211 5.543 1.699
C -0.999 5.529 2.658
C -0.761 4.153 3.297
C 0.533 4.051 4.116
C 0.639 2.601 4.666
C 2.086 2.049 4.696
C 2.235 0.648 4.038
C 2.240 -0.504 5.051
N 2.809 -1.705 4.433
C 3.567 -2.664 5.047
C 3.942 -3.598 4.163
C 3.376 -3.228 2.887
C 2.707 -2.087 3.139
C 1.924 1.140 -2.568
Cl 2.474 -0.518 -2.744
C 2.849 2.096 -2.741
C 2.597 3.575 -2.687
Cl 4.513 1.694 -3.073
H -5.193 -4.932 -1.774
H -3.481 -5.068 -1.498
H -4.109 -3.562 -2.260
H -5.300 -3.100 0.008
H -4.755 -4.682 0.513
H -2.399 -4.070 0.235
H -2.082 -1.445 0.645
H -3.331 -0.159 -1.031
H -4.533 -1.424 -1.165
H -5.030 -1.073 1.333
H -5.132 0.421 0.412
H -0.739 -3.359 -2.865
H 0.040 -1.856 -3.376
H 1.112 -4.379 -3.968
H 0.892 -0.503 -0.694
H -0.765 -0.117 -0.260
H 1.142 2.559 -0.610
H -0.434 1.884 -0.266
H -1.544 3.572 -1.712
H 0.084 4.371 -1.929
H 0.036 3.946 0.743
H -0.379 5.451 -0.068
H -2.869 4.653 -0.154
H -2.336 3.488 1.139
H -2.143 6.497 1.158
H -3.146 5.502 2.262
H -1.209 6.215 3.490
H -0.103 5.941 2.183
H -0.734 3.336 2.569
H -1.629 3.953 3.939
H 0.437 4.710 4.986
H 1.419 4.345 3.547
H 0.267 2.612 5.693
H 0.055 1.920 4.041
H 2.463 1.949 5.720
H 2.804 2.700 4.188
H 1.383 0.474 3.371
H 3.142 0.587 3.433
H 2.877 -0.296 5.914
H 1.225 -0.751 5.381
H 3.851 -2.693 6.091
H 4.537 -4.484 4.348
H 3.467 -3.734 1.940
H 2.154 -1.544 2.382
H 3.545 4.103 -2.814
H 2.172 3.928 -1.749
H 1.960 3.920 -3.503
C 6.874 -2.118 -4.432
C 5.598 -1.868 -3.954
C 4.720 -2.934 -3.831
N 5.034 -4.190 -4.150
C 6.265 -4.410 -4.609
C 7.220 -3.417 -4.767
H 7.590 -1.313 -4.541
H 5.288 -0.870 -3.682
H 3.714 -2.791 -3.460
H 6.490 -5.441 -4.862
H 8.206 -3.656 -5.143
C -6.420 3.380 -2.554
C -7.564 3.417 -1.777
C -7.452 3.096 -0.432
N -6.307 2.749 0.154
C -5.213 2.721 -0.610
C -5.217 3.029 -1.961
H -6.463 3.623 -3.610
H -8.522 3.686 -2.201
H -8.321 3.112 0.218
H -4.299 2.434 -0.099
H -4.301 2.992 -2.535
C 6.687 -8.202 6.878
C 6.816 -6.833 7.042
C 6.027 -6.002 6.262
N 5.153 -6.443 5.359
C 5.044 -7.763 5.214
C 5.782 -8.682 5.945
H 7.283 -8.887 7.468
H 7.511 -6.418 7.759
H 6.092 -4.922 6.357
H 4.326 -8.092 4.470
H 5.650 -9.743 5.786
C -2.836 3.811 -6.902
C -3.083 3.094 -5.742
C -4.387 2.731 -5.460
N -5.428 3.037 -6.236
C -5.172 3.727 -7.347
C -3.901 4.134 -7.726
H -1.828 4.114 -7.158
H -2.288 2.825 -5.062
H -4.625 2.167 -4.565
H -6.036 3.963 -7.958
H -3.753 4.692 -8.641
```



# 2
Below is a 3-piece molecular cluster, C2H12N2O2 overall, with properties calculated with wB97M-V/def2-TZVPD.

As for the spin multiplicity: 2. For the orbital gap (spin up / spin down), the calculation gives 10.30 / 5.00 eV. The calculation puts the highest occupied orbital energy (spin up / spin down) at -13.7 / -13.7 eV. The calculation puts the energy above the lowest of the compared OMol25 structures with the same formula, charge and spin at 1.965 eV. As for the expectation value of S²: 0.757. Its total charge is +1.

```
18
C2H12N2O2 (wB97M-V/def2-TZVPD)
C -1.675 -2.112 -0.565
N -0.144 -2.152 -0.367
C 0.418 -0.838 -0.500
N 0.000 0.054 0.557
H -1.850 -3.169 -0.864
H -2.176 -1.872 0.328
H -2.062 -1.376 -1.390
H 0.057 -2.656 0.551
H 0.463 -0.455 -1.529
H 1.564 -0.936 -0.221
H -0.509 0.778 0.125
H -0.773 -0.309 1.259
H 3.985 3.808 -0.958
H 5.056 2.966 -0.300
O 4.804 3.312 -1.133
H -2.635 2.101 1.106
H -1.818 1.389 2.125
O -2.706 1.465 1.777
```



# 3
Below is C42H36BaN6O3S4 as an isolated structure, with properties calculated with wB97M-V/def2-TZVPD.

For the orbital gap (spin up / spin down), the calculation gives 3.63 / 4.42 eV. The calculation puts the highest occupied orbital energy (spin up / spin down) at 0.0 / -0.7 eV. Its total charge is -2.

```
92
C42H36BaN6O3S4 (wB97M-V/def2-TZVPD)
Ba -1.423 0.647 1.850
N -5.562 1.028 4.361
C -4.408 0.607 3.740
S -4.545 0.197 2.067
N -3.345 0.651 4.549
N -2.246 -0.074 4.184
C -1.117 0.357 4.629
C -0.942 1.680 5.306
C -0.818 1.793 6.682
C -0.699 3.034 7.296
C -0.704 4.178 6.513
C -0.823 4.096 5.130
C -0.939 2.851 4.541
O -1.079 2.689 3.151
H -6.262 1.386 3.734
H -5.410 1.537 5.219
H -0.242 -0.286 4.456
H -0.825 0.887 7.274
H -0.606 3.104 8.371
H -0.606 5.154 6.973
H -0.801 4.986 4.516
S 3.331 2.973 1.690
C 3.595 1.253 1.740
C 4.753 0.532 1.494
C 4.707 -0.858 1.540
C 3.498 -1.495 1.822
C 2.340 -0.774 2.071
C 2.373 0.624 2.038
N 1.284 1.439 2.209
C 1.603 2.740 2.025
C 0.697 3.820 1.927
C 1.049 5.079 1.335
C 0.119 6.055 1.071
C -1.243 5.894 1.384
C -1.608 4.724 2.039
C -0.671 3.763 2.321
H 5.679 1.041 1.255
H 5.597 -1.438 1.338
H 3.447 -2.576 1.830
H 1.407 -1.297 2.253
H 2.076 5.237 1.030
H 0.448 6.965 0.583
H -1.977 6.650 1.147
H -2.625 4.563 2.378
C -3.937 -0.848 -3.153
C -3.314 -1.340 -1.854
C -2.966 -2.814 -1.938
N -2.326 -3.333 -0.720
C -1.140 -2.882 -0.231
S -0.914 -2.775 1.476
N -0.161 -2.558 -1.103
C 0.122 -2.983 -2.449
O 0.628 -2.122 -3.253
C -0.064 -4.375 -2.782
C -0.226 -5.429 -1.835
C -0.344 -6.744 -2.253
C -0.316 -7.081 -3.615
C -0.141 -6.053 -4.558
C -0.008 -4.734 -4.161
H -4.201 0.211 -3.087
H -4.847 -1.406 -3.405
H -3.235 -0.960 -3.985
H -3.994 -1.171 -1.010
H -2.411 -0.766 -1.646
H -2.324 -3.000 -2.795
H -3.864 -3.417 -2.088
H -2.963 -3.483 0.047
H 0.431 -1.803 -0.792
H -0.223 -5.215 -0.775
H -0.452 -7.525 -1.505
H -0.415 -8.115 -3.931
H -0.105 -6.294 -5.617
H 0.142 -3.942 -4.885
C 3.165 -1.381 -5.629
C 4.342 -0.533 -6.054
O 5.145 -0.888 -6.882
S 4.575 1.099 -5.347
C 3.280 1.209 -4.162
C 3.457 0.717 -2.868
C 2.396 0.690 -1.983
C 1.132 1.166 -2.358
C 0.985 1.722 -3.630
C 2.045 1.740 -4.523
C 0.017 1.021 -1.470
C -0.903 0.899 -0.657
H 3.097 -1.498 -4.548
H 3.257 -2.350 -6.110
H 2.234 -0.899 -5.931
H 4.420 0.316 -2.573
H 2.524 0.277 -0.989
H 0.013 2.098 -3.920
H 1.909 2.134 -5.523
```



# 4
Below is a 2-piece molecular cluster, C3H6N4O overall, with properties calculated with wB97M-V/def2-TZVPD.

For the orbital gap, the calculation gives 8.29 eV. The calculation puts the highest occupied orbital energy at -8.9 eV. The calculation puts the energy above the lowest of the compared OMol25 structures with the same formula, charge and spin at 7.864 eV. Its total charge is 0.

```
14
C3H6N4O (wB97M-V/def2-TZVPD)
C 0.229 -0.592 0.032
C -1.486 0.731 -0.921
C -0.663 1.938 -0.364
H 1.359 -2.919 1.480
H 0.646 -2.325 -0.442
H -1.521 0.835 -2.071
H -2.275 0.763 -0.234
H -0.672 3.155 -0.395
H 1.388 0.226 1.276
N 1.134 -1.486 -0.051
N -0.687 -0.563 -0.782
N 0.308 1.670 0.559
N 0.338 0.389 1.012
O 1.900 -1.821 0.900
```



# 5
Below is one molecule with the formula C3H3Cl2FO, with properties calculated with wB97M-V/def2-TZVPD.

For the orbital gap, the calculation gives 9.99 eV. The calculation puts the highest occupied orbital energy at -9.4 eV. The calculation puts the energy above the lowest of the compared OMol25 structures with the same formula, charge and spin at 0.353 eV. The SMILES is OC/C(Cl)=C(\F)Cl. Its total charge is 0.

```
10
C3H3Cl2FO (wB97M-V/def2-TZVPD)
O 1.398 -0.948 -0.008
C 0.931 0.361 0.017
C -0.555 0.441 0.042
Cl -1.137 2.058 -0.008
C -1.390 -0.546 0.002
F -1.037 -1.802 0.005
Cl -3.097 -0.421 -0.001
H 2.359 -1.046 -0.119
H 1.279 0.931 0.913
H 1.248 0.972 -0.843
```



# 6
Below is C12H13BrMnO2 as an isolated structure, with properties calculated with wB97M-V/def2-TZVPD.

As for the spin multiplicity: 6. For the orbital gap (spin up / spin down), the calculation gives 3.67 / 5.32 eV. The calculation puts the highest occupied orbital energy (spin up / spin down) at 2.2 / 0.4 eV. The calculation puts the energy above the lowest of the compared OMol25 structures with the same formula, charge and spin at 0.426 eV. As for the expectation value of S²: 8.774. Its total charge is -2.

```
29
C12H13BrMnO2 (wB97M-V/def2-TZVPD)
C 0.291 2.373 0.580
C -1.025 2.053 1.013
C -0.959 0.856 1.803
H -1.918 2.642 0.823
C 0.410 0.425 1.829
C 1.183 1.378 1.088
H 2.269 1.373 1.044
H 0.584 3.281 0.051
H -1.779 0.373 2.322
H 0.839 -0.369 2.428
Mn -0.227 0.348 -0.190
Br -2.508 0.141 -0.795
C 0.285 -0.587 -2.213
C 1.482 -0.153 -1.514
C 1.589 1.272 -1.700
H 2.243 -0.822 -1.111
C 0.406 1.728 -2.369
C -0.340 0.586 -2.778
H -1.213 0.581 -3.421
H 0.020 -1.623 -2.407
H 2.479 1.868 -1.497
H 0.158 2.766 -2.595
C -0.859 -3.357 1.922
O -0.472 -1.978 1.684
C -0.158 -1.637 0.423
O 0.079 -2.511 -0.394
H -1.709 -3.633 1.280
H -1.145 -3.353 2.978
H -0.004 -4.019 1.716
```



# 7
Below is a 2-piece molecular cluster, C5H10O2 overall, with properties calculated with wB97M-V/def2-TZVPD.

For the orbital gap, the calculation gives 10.97 eV. The calculation puts the highest occupied orbital energy at -10.0 eV. The calculation puts the energy above the lowest of the compared OMol25 structures with the same formula, charge and spin at 3.019 eV. The SMILES is C[C@@]12CC[C@@H]1O2.O. Its total charge is 0.

```
17
C5H10O2 (wB97M-V/def2-TZVPD)
C -1.629 -1.546 0.363
C -0.611 -0.530 -0.014
C 0.882 -0.793 -0.113
C 1.054 0.429 -1.032
C -0.547 0.590 -0.964
O -0.832 0.812 0.428
H -1.505 -2.442 -0.251
H -1.470 -1.824 1.412
H -2.641 -1.152 0.250
H 1.106 -1.699 -0.678
H 1.449 -0.803 0.819
H 1.570 0.135 -1.952
H 1.693 1.175 -0.542
H -1.396 0.900 -1.600
O 1.324 2.229 1.463
H 0.619 1.558 1.407
H 0.932 2.963 1.005
```



# 8
Below is one molecule with the formula C4H6ClN3, with properties calculated with wB97M-V/def2-TZVPD.

For the orbital gap (spin up / spin down), the calculation gives 7.59 / 7.58 eV. The calculation puts the highest occupied orbital energy (spin up / spin down) at -7.3 / -7.3 eV. The calculation puts the energy above the lowest of the compared OMol25 structures with the same formula, charge and spin at 6.187 eV. Its total charge is 0.

```
14
C4H6ClN3 (wB97M-V/def2-TZVPD)
C 1.156 -0.635 0.054
C 0.645 0.549 -0.066
C -1.321 -1.330 0.064
C 1.388 1.918 0.042
N -1.574 -0.125 0.067
N -0.728 0.804 -0.367
N -1.799 -2.567 -0.147
Cl 2.614 -1.347 0.201
H 0.910 2.720 0.595
H 2.425 1.712 0.407
H 1.393 2.415 -0.917
H -0.939 1.742 -0.104
H -1.342 -3.226 0.459
H -2.829 -2.630 -0.288
```